Record 1
C29H56BN8O | ωB97M-V with the def2-TZVPD basis set

Computed properties:
Orbital gap   8.058 eV
DFT total energy   -45607.853 eV
E_HOMO   -11.3 eV

Geometry as ORCA input:
```
! wB97M-V def2-TZVPD RIJCOSX def2/J DEFGRID3
* xyz 1 1
H -7.5685 -0.8243 1.8200
C -3.6459 -0.5952 0.2385
H 5.5176 -1.4154 -2.4120
H 2.1896 3.9970 0.8810
C -1.1617 0.4823 4.7091
H -4.0770 -5.5776 -0.4823
H -3.5594 -3.3220 1.2693
H -0.4918 -6.8226 -0.5830
C 3.1686 2.5958 2.2212
H -3.1040 1.1583 -3.4669
H -0.3858 -3.7924 2.4868
C -5.3059 -0.4101 0.1447
H 5.7797 9.2705 2.3221
C 5.8597 7.1294 2.1078
C -2.6737 -0.2387 -5.0735
H -2.8234 -7.6392 -0.9918
H 5.5469 -0.8389 -4.8486
O -0.4610 -2.8606 2.8471
C -4.8726 0.0332 -3.9276
C 1.0217 -2.0870 0.0988
H 4.0618 2.4953 1.5949
C -3.5981 0.7442 -4.3524
H -1.7741 0.2922 -5.4038
H 6.1586 0.2133 -2.6937
N -0.5906 -0.3552 1.3198
H -2.7316 -4.5692 -1.0108
H -5.5753 -2.1637 1.5892
H 2.9681 1.6097 2.6577
H 1.8288 2.2938 0.5472
H -3.8548 1.5754 -5.0177
H -6.0492 -2.5279 -0.2873
H -1.1780 -1.6504 -0.4648
H -3.1692 -0.6241 -5.9730
H -2.5587 -5.5868 0.4349
C 6.3033 8.4272 2.7857
C -6.1048 -1.7619 0.6177
H -0.6536 -7.5741 -2.1805
C -2.2594 -1.4159 -4.1962
H -1.5777 -2.0754 -4.7425
N 3.2938 0.6532 -1.1026
H -3.1219 -2.0188 -3.8950
C 4.1852 0.1716 -1.8533
C 6.6115 5.9531 2.7089
H 2.6199 3.6668 4.0407
H 7.3765 8.5846 2.6221
C -2.9868 -5.5395 -0.5729
C -1.4156 -0.1157 3.4462
H 4.5254 0.5663 -4.5452
H 3.2006 -1.3405 -5.4186
H -8.0402 -1.0419 0.1871
C 0.7312 3.1254 2.1923
H -0.4376 0.6780 1.2937
C 6.0265 8.4375 4.2858
H -3.8957 -2.8393 3.1302
H 3.7028 -2.3472 -4.0471
C -0.4820 -5.4360 -2.2211
H 1.6629 -1.9425 1.0742
C 3.4623 3.5827 3.3468
N -1.6813 -0.7438 2.0501
H 3.6816 4.5795 2.9475
H -0.8893 1.3483 5.4847
C 4.7530 -0.4502 -4.2014
B -1.7493 -2.2428 2.3909
C -3.0913 -3.1823 2.3525
H -5.5965 -0.2137 -0.9945
C -3.0086 -0.1362 1.6594
C -2.4863 -6.6951 -1.4337
H 6.5832 7.6509 4.8050
H 1.6337 -1.9706 -0.9005
N -0.3129 3.2081 2.8944
C 5.2596 -0.4087 -2.7584
C -0.9624 -6.7212 -1.5670
H 4.3285 3.2499 3.9275
H -2.9455 -6.6220 -2.4272
N -7.5470 -1.4714 1.0013
N 7.2353 4.9772 3.2075
H -2.7479 -4.2795 2.6750
H 4.9587 8.2962 4.4888
H -3.2233 0.1534 -0.5896
H 0.5742 -3.1862 0.0752
H 4.7834 6.9748 2.2396
C -0.3080 -1.0699 0.0527
H -1.7471 -1.0696 -3.2912
C 3.5092 -1.3174 -4.3687
H -3.3365 -1.6721 -0.1372
N -0.0836 -4.3699 -2.7640
H 2.6647 -0.9287 -3.7909
H -3.7812 -0.4528 2.5118
N -5.9300 -0.5566 -3.5752
H -2.9335 1.0317 1.6798
C 1.9898 3.0255 1.3459
H -5.6291 0.5455 0.7400
H 0.0188 -0.2376 -0.7426
H 6.0667 7.1772 1.0334
H 6.3328 9.3934 4.7222
*
```

---

Record 2
C29H56F9NO15S | ωB97M-V with the def2-TZVPD basis set

Computed properties:
Orbital gap   9.317 eV
SMILES   C=CCO[C@@H](N)[C@@H](COO)OCS(=O)(=O)C(F)(F)C(F)(F)C(F)(F)C(F)(F)F.COCCOCCOC.COCCOCCOC.COCCOCCOC
DFT total energy   -98464.212 eV
E_HOMO   -9.1 eV

Geometry as ORCA input:
```
! wB97M-V def2-TZVPD RIJCOSX def2/J DEFGRID3
* xyz 0 1
F -1.0246 -1.8144 1.2571
H -5.3806 8.9930 -5.1884
H -7.4607 9.8490 -5.1280
C 7.7876 -4.2606 4.0568
H 2.2125 -3.4821 -6.5904
H 5.5567 -5.3098 -4.0464
C -2.7473 2.5021 3.2911
H -3.4134 3.1610 3.8517
H -4.8100 5.0798 0.7850
O 4.1744 -7.1306 -4.7857
H -4.9193 -0.9740 2.7241
H -5.6963 4.5711 -1.3770
C 3.0779 -5.7855 -3.1057
H -6.9451 8.6131 -2.5912
H -3.8623 7.2992 -4.1632
H 5.2810 -4.1638 0.2351
H 5.8871 -4.0784 -2.8330
C -3.4970 3.4369 1.1775
F -0.4314 -0.7288 4.0053
F -2.6772 -2.0071 3.2447
H -2.6642 0.4930 2.5729
H 3.2773 -2.0892 -6.3009
C 7.0166 -4.7125 2.8354
C 5.6412 -0.4926 1.8881
H -4.3888 5.9038 3.9302
O -4.9047 8.2139 -2.7228
C 3.5093 -7.1692 -3.5348
C 5.1068 -1.7814 2.5250
C 5.6963 -3.0028 1.8119
H -5.8433 6.3270 2.9809
H 4.5816 -9.1573 -4.9735
C 5.0917 -8.1872 -4.9497
H 4.1623 -7.5995 -2.7659
C 5.1054 -4.4982 -3.4722
H 5.5029 -2.8974 -4.8288
H -7.1615 4.0674 -2.2404
C -4.9114 7.3774 -3.8683
H -7.6873 8.8273 -6.5772
O -4.6414 1.0798 2.8086
H 4.0759 -2.6496 -3.7863
S 1.7506 -2.0855 4.1226
H -5.2592 6.3709 -3.6267
F -1.4297 -3.3857 4.3552
H 5.8369 -8.1913 -4.1454
C 2.8281 -2.9799 -5.8468
O -5.1092 4.4073 2.6897
F -2.2196 -4.2501 1.1100
C 3.0063 -2.7292 3.0135
O -6.9930 6.0688 -1.9935
C 0.3314 -1.4001 3.1309
H 9.7904 -3.5473 4.3737
O -7.0673 7.8305 -4.8646
H -3.0286 3.6574 0.2150
C -4.2186 4.6885 1.6225
H -7.1759 7.3385 -0.3970
O 1.2979 -3.1360 4.9896
H -3.2492 0.6569 4.2499
F 0.8189 -0.5158 2.2524
H -7.2829 4.6094 -0.5491
H 3.6391 -3.3287 3.6747
C -5.3318 5.5216 3.5220
H 4.9953 -2.6184 -0.0402
H 5.6030 -8.0349 -5.8982
H 2.1885 -2.6756 -5.0101
C -5.6666 7.9441 -5.0489
C -6.1014 8.3125 -1.9669
C -6.4361 7.0748 -1.1660
C -7.7909 8.8669 -5.4865
H -5.5278 6.7091 -0.6732
H -8.8400 8.7371 -5.2276
O 7.2743 0.3828 3.2079
H 2.5851 -3.3866 2.2503
H -5.3888 7.3794 -5.9495
N 4.8386 -3.3477 0.6541
C -2.4565 -4.2140 2.4153
O 7.0362 -0.3756 2.0035
O 2.2953 -0.9358 4.7900
H 7.4666 -4.6462 5.0223
H -5.9624 5.1958 4.3470
H 5.1087 0.3718 2.2871
H 6.7001 -2.7677 1.4414
H -5.9984 0.0282 1.7296
C -6.7680 4.7660 -1.5044
O -2.4261 3.0461 2.0199
H 8.2334 0.2900 3.2943
H -4.2012 2.6170 1.0201
C -4.9768 -0.0849 2.0881
H -3.4853 5.4461 1.9237
H 6.8417 -5.7801 2.9992
F -2.0779 -5.3457 2.9816
C -0.5351 -2.4413 2.3531
H 7.6387 -4.6277 1.9424
H -4.3152 -0.2112 1.2221
C 8.8123 -3.3841 3.9320
H 5.4314 -1.7533 3.5731
H -5.9148 9.1198 -1.2551
H 2.3715 -5.9051 -2.2814
F -3.7740 -4.1055 2.5844
H 2.6171 -7.8019 -3.6369
H 2.5543 -5.2705 -3.9129
H 5.4102 -0.5148 0.8170
O 3.8153 -3.8932 -5.4243
H -1.7967 2.4645 3.8283
O 5.7237 -4.1364 2.6488
O 4.1217 -4.9837 -2.5717
F 0.2414 -3.4643 1.9341
C -3.2900 1.0927 3.2427
C 4.6274 -3.3877 -4.3807
C -1.7633 -2.9822 3.1194
H 8.6469 -2.5061 3.3075
O 3.7035 -1.6852 2.4042
*
```

---

Record 3
C29H57Cl3FKN3NaO11P2 | ωB97M-V with the def2-TZVPD basis set

Computed properties:
Orbital gap   4.945 eV
DFT total energy   -137593.783 eV
E_HOMO   -5.9 eV

Geometry as ORCA input:
```
! wB97M-V def2-TZVPD RIJCOSX def2/J DEFGRID3
* xyz 0 1
C 9.4447 3.5102 -0.8252
P -6.1856 2.0513 -0.6930
H -8.2827 -9.5196 -2.6075
H -3.2138 3.1308 0.1954
O -0.8377 0.6208 3.0747
H 8.1527 3.3443 3.0393
H -5.6523 -4.1997 0.2377
O -5.7626 2.2724 -2.2303
C 8.0417 3.1983 4.1152
H 0.5802 0.3674 5.3530
C -1.0061 1.8050 -0.9998
F 4.1762 4.9712 4.7930
N -5.6435 3.2768 0.0921
H -6.5555 5.9234 -1.5301
H 0.9260 -2.6242 -1.1676
H 8.4403 3.7509 -5.9187
H 6.5667 2.1328 2.1455
C 1.6204 -2.1649 -0.4558
N -9.9776 -5.4446 -1.8650
C -3.9767 1.6037 1.5890
C -6.0408 -3.3453 -0.2853
C -8.7519 -7.4632 -2.9796
H -7.7870 -9.3368 -0.2011
O 1.6221 -0.7634 -0.6423
H 2.1129 -0.1139 4.6093
C -8.6950 -8.6784 -2.0483
H -0.4390 -0.7017 -0.8942
H 8.7646 0.8668 2.0054
H 9.8872 3.0983 0.0811
C -5.6369 -2.0876 0.0884
C 1.0261 -0.0770 4.4597
H -1.0391 2.8941 -0.9262
C 0.5877 0.6679 3.2173
C 7.9198 1.7297 4.4812
H -7.7422 -7.1768 -3.2826
N -7.3857 -2.3447 -1.9226
C 7.8044 0.3892 1.8110
O 8.5754 4.2943 -3.2845
H -5.8305 3.2244 -2.4304
H 7.9135 0.9342 -2.0989
H -3.4464 1.2639 2.4774
C 9.3392 3.1424 -6.0045
H -9.7038 -8.9632 -1.7440
H -6.8191 -8.1584 -1.0892
C -7.8377 -8.4352 -0.8112
H -8.1657 1.2635 -0.3239
C 6.6659 1.1031 2.5170
K 4.3722 1.4010 5.4566
H -3.4603 -3.4506 1.2798
Na 3.8323 2.3697 1.6106
Cl -7.6963 0.0671 -2.6185
H 5.7267 0.5886 2.2864
H 0.5730 1.8147 0.4648
H 7.8741 -0.6448 2.1495
O -7.7834 2.1368 -0.4857
H 9.0792 2.0915 -6.1061
O 8.9050 1.7554 -3.7228
H -8.2522 -7.6385 -0.1909
H -6.9890 5.2027 -2.7946
C -4.2498 -0.8056 1.5469
H 0.0970 -0.5022 0.7449
H -5.1394 3.9094 -0.5119
H -1.0784 1.5905 -2.0683
C -6.0978 -0.8732 -0.5451
H 9.9031 3.4489 -6.8824
P 9.5652 3.2079 -3.4168
H -3.5372 -0.7826 2.3601
C -2.2648 1.2455 -0.3159
C 8.7285 0.7011 -2.7879
H 7.8177 1.6341 5.5626
Cl 3.1764 2.7287 3.8388
H 8.8212 1.1738 4.2053
O 6.7637 1.1023 3.9253
H 7.1533 3.7521 4.4319
C -9.4208 -6.3223 -2.3556
H 8.3723 3.3261 -0.8183
H 7.6417 0.3947 0.7324
H 0.6740 -1.1099 4.3994
C 0.3111 1.2639 -0.4447
H -1.2181 1.0426 3.8518
C -6.9482 -3.4582 -1.3309
C -4.6886 0.4267 0.9509
H 8.4535 -0.1859 -3.3558
H -7.3063 -4.4199 -1.6405
H -4.6766 2.3650 1.9186
H -8.0522 -2.4739 -2.6697
O 10.1983 3.3516 -4.8800
C 0.3570 -0.2445 -0.2893
H -2.1122 0.2719 0.1520
H 0.9149 1.7034 3.2499
Cl -5.3236 -4.3543 -2.8106
H 1.0108 0.1996 2.3294
H 1.2433 -2.4246 0.5415
C -2.8780 2.2259 0.6883
H 9.6448 4.5776 -0.8503
H -3.0137 1.0908 -1.0991
O -4.2452 -3.1570 1.7589
H -9.2932 -7.7258 -3.8899
O -6.2096 5.4072 -2.2662
H 9.6409 0.4922 -2.2359
C -4.6903 -2.0042 1.1657
C -5.6199 0.4506 -0.0607
C -6.9815 -1.0970 -1.5855
H 8.9152 3.6313 4.6022
H 1.0897 1.5225 -1.1719
H 2.6264 -2.5592 -0.5616
H -2.0643 2.4985 1.3683
O 10.0557 2.8379 -1.9304
*
```

---

Record 4
C29H57Cl3FeN2O3PSi | ωB97M-V with the def2-TZVPD basis set

Computed properties:
Energy above the lowest of the compared OMol25 structures with the same formula, charge and spin   0.0 kcal per mole
Orbital gap (alpha / beta)   8.099 / 8.329 eV
DFT total energy   -129247.042 eV
E_HOMO (alpha / beta)   -7.7 / -8.3 eV

Geometry as ORCA input:
```
! wB97M-V def2-TZVPD RIJCOSX def2/J DEFGRID3
* xyz 0 6
H -2.4787 0.8016 3.9939
H -1.6461 -5.8209 -0.8998
H 1.6250 -3.0144 1.9345
H 2.4841 -1.7813 0.9843
Cl 2.3508 0.6670 0.5938
Si 0.5010 -7.0589 -0.8216
H -1.9257 -7.5568 -0.9241
H 1.1739 7.0172 -2.4674
H -2.3436 -2.9241 4.2303
H -2.3265 1.6730 -4.0413
H -2.1420 -1.2231 4.6896
C 1.7602 -1.0883 2.9992
C -1.6431 -2.0626 4.1772
O 0.1226 1.1043 -1.6438
H -0.9206 3.2924 -2.1001
C -1.7229 1.4892 3.5801
H -3.0065 -1.3154 -3.2491
C 0.4767 1.2272 -6.2324
P 0.0404 -0.4504 2.4919
H -2.5107 -1.5870 0.9063
H -3.0896 -0.4802 2.2468
H 1.1323 0.6781 5.3366
C 2.3665 3.8463 -2.5320
N -2.6837 0.5317 -2.3351
H -0.9486 5.7730 -2.1838
H 0.4738 -9.5304 -0.6244
H 1.4221 -1.3470 5.2296
C 1.1754 5.9348 -2.4399
C -0.0063 3.8478 -2.2467
H 0.7095 0.1738 -6.3611
C 0.0363 0.7518 5.2053
H -1.5086 -6.7545 0.5870
H -0.2326 1.6729 5.7658
C 1.2298 5.5182 1.1946
C -1.3131 -6.7710 -0.4858
H 0.3829 1.7525 3.3962
H -3.3946 -2.2451 2.2428
C 0.5028 3.2376 0.8470
H 0.3855 2.7427 -4.6701
C -1.3262 -1.7367 2.7053
H -0.9368 -2.6712 2.2482
H 0.9082 6.3141 0.5248
H 1.2542 -2.8202 4.2639
H -3.5115 2.3578 -2.9177
H 3.3061 -2.5079 2.3345
H -1.7936 -1.3078 -1.9367
H 1.2771 -0.9366 -4.7192
O -1.9978 0.2822 -0.1689
Cl 0.7537 -7.0679 -2.9084
C 2.3688 5.2334 -2.5571
C 1.0616 -8.7240 -0.1894
H -3.9556 0.9789 -3.9334
C 1.1099 1.0141 -3.7830
O -0.3269 2.3123 0.8506
H -1.0594 5.3232 2.6691
Cl 0.3790 -1.8305 -0.5171
H -2.8634 1.9693 -0.9085
H 1.1161 1.7899 -6.9171
C -3.1478 1.4367 -3.3643
C 1.7997 -1.8578 4.3450
H 2.1069 -8.9073 -0.4319
H 3.3024 5.7692 -2.6724
C 1.5549 -5.6750 -0.1429
H 1.1428 -0.9517 -2.9555
C 1.1795 3.1348 -2.3857
H 2.8518 -2.1201 4.5888
H 0.9554 -8.7803 0.8944
H 2.4566 -0.2293 3.0688
H 2.6397 -0.4700 -3.7093
Fe 0.1053 0.3935 0.0913
C 1.1864 1.6237 -2.3894
H -0.4998 -0.0907 5.6762
C -2.1936 -0.7608 -2.7808
H 2.1586 5.1104 0.8102
H -1.5434 5.5574 0.9825
C -1.1021 4.8516 1.6877
H -1.3936 -0.6089 -3.5008
C -0.0131 5.2349 -2.2804
H 1.4063 5.9371 2.1858
C 0.6512 1.7032 -4.8301
H -1.9753 1.6915 2.5229
C -0.2978 0.9359 3.7220
H 2.6057 -5.8230 -0.3853
C 1.5528 -0.4128 -3.8077
H -0.5484 1.3857 -6.5775
C -2.6491 -1.4607 1.9891
C 2.3110 -2.1419 2.0016
H -1.7185 3.9625 1.7406
H -1.8146 2.4465 4.1383
H 3.2979 3.3019 -2.6285
H -0.7600 -2.3510 4.7600
H 1.2530 -4.7117 -0.5502
H 1.5283 3.0715 0.5210
H 1.4672 -5.6209 0.9428
H 2.1405 1.3066 -1.9538
N 0.2271 4.4762 1.2560
C -2.5000 0.9490 -1.0904
*
```

---

Q: Which of these has the highest DFT total energy?
A: C29H56BN8O

---

Q: Which value of DFT total energy does entry 3 give?
A: -137593.783 eV